(1)
17 unconnected molecules or ions with the total composition C93H146N18O20 in a non-equilibrium geometry. Source: the Open Molecules 2025 dataset; level of theory: ωB97M-V/def2-TZVPD.

Geometry as ORCA input:
```
! wB97M-V def2-TZVPD RIJCOSX def2/J DEFGRID3
* xyz 8 1
C -10.0454 8.6585 21.9913
N -11.3488 8.0537 21.6917
C -11.5674 7.6085 20.4667
C -12.8304 7.1507 20.1489
C -13.7991 6.9909 21.1400
C -13.4954 7.4990 22.3839
C -12.3062 8.0479 22.6745
C -15.1778 6.5177 20.8023
C -15.4291 5.5085 19.9047
C -16.7232 5.0289 19.6759
N -17.7259 5.6730 20.2714
C -17.5560 6.7132 21.0671
C -16.2940 7.1602 21.3457
C -19.1166 5.2239 20.0113
H -10.1113 9.0367 22.9859
H -9.7603 9.3964 21.2952
H -9.3324 7.8133 21.8000
H -10.7984 7.6940 19.7128
H -13.0670 6.9037 19.1247
H -14.2718 7.3935 23.1620
H -12.0490 8.6100 23.5640
H -14.5775 5.1551 19.3606
H -16.9008 4.2091 19.0131
H -18.3904 7.2676 21.4892
H -16.1336 8.0463 22.0163
H -19.8856 5.9488 20.4471
H -19.3158 4.1874 20.2715
H -19.2497 5.2303 18.9474
C -16.8534 3.3054 10.9796
N -17.6285 3.1801 12.2542
C -17.3267 2.2224 13.1406
C -17.9921 2.1768 14.3469
C -19.0083 3.0635 14.6190
C -19.2307 4.0454 13.6874
C -18.4976 4.1129 12.5838
C -19.8961 2.7879 15.7878
C -19.8627 1.5377 16.3454
C -20.9534 1.1175 17.0559
N -21.9555 1.9379 17.3931
C -21.9433 3.1844 16.8673
C -20.9029 3.6512 16.1497
C -23.0363 1.5761 18.3582
H -17.1666 2.7715 10.1276
H -15.7819 3.0640 11.2344
H -16.7789 4.3633 10.7506
H -16.6006 1.4788 12.7781
H -17.5728 1.5112 15.0792
H -20.0433 4.7592 13.7858
H -18.7298 4.8568 11.8311
H -19.0255 0.8286 16.2294
H -21.0482 0.1409 17.4951
H -22.8050 3.7444 17.1316
H -20.9081 4.6954 15.8025
H -23.0929 2.5543 18.8845
H -22.7325 0.7671 19.0208
H -23.9948 1.4761 17.9005
C -27.2043 -10.7620 28.7312
N -28.0575 -9.5645 28.7389
C -29.0066 -9.4550 29.6717
C -29.8308 -8.3641 29.7280
C -29.7446 -7.3942 28.7054
C -28.7247 -7.4572 27.7561
C -27.8988 -8.5765 27.8470
C -30.6833 -6.2216 28.6417
C -30.1027 -4.9917 28.2974
C -30.9483 -3.8876 28.2142
N -32.2720 -4.0090 28.4653
C -32.7771 -5.1968 28.8133
C -32.0788 -6.3435 28.9316
C -33.1706 -2.8759 28.4038
H -27.1465 -11.0927 29.7369
H -26.2458 -10.5164 28.2929
H -27.7066 -11.5681 28.2736
H -29.1603 -10.2927 30.3826
H -30.6660 -8.4820 30.3674
H -28.5407 -6.6151 27.0646
H -27.0040 -8.6711 27.2435
H -28.9706 -4.8490 28.1732
H -30.4976 -2.9248 28.0104
H -33.8545 -5.2796 29.0356
H -32.5060 -7.3342 29.0397
H -33.7765 -3.1617 27.5793
H -32.6855 -1.9594 28.3437
H -33.6745 -2.9316 29.3658
C -23.1167 -2.6564 33.0673
N -22.7373 -2.4528 31.6777
C -23.4546 -2.8868 30.6440
C -22.9929 -2.6925 29.3449
C -21.9001 -1.8769 29.1827
C -21.2824 -1.2802 30.2846
C -21.6623 -1.6652 31.5363
C -21.5360 -1.4563 27.7802
C -20.2238 -1.2265 27.4804
C -19.8677 -0.8582 26.1739
N -20.8161 -0.7195 25.2548
C -22.0931 -0.9615 25.5071
C -22.4773 -1.3240 26.7792
C -20.4313 -0.2914 23.8869
H -23.8726 -1.9087 33.2903
H -22.3105 -2.5234 33.7818
H -23.3770 -3.6641 33.2467
H -24.3201 -3.4909 30.8493
H -23.6300 -3.1781 28.5961
H -20.5644 -0.5081 30.2687
H -21.2201 -1.2413 32.4067
H -19.4386 -1.1618 28.1976
H -18.8651 -0.5697 25.9483
H -22.7733 -0.7924 24.6678
H -23.4817 -1.4206 27.0488
H -19.3779 -0.5920 23.7125
H -20.5924 0.7462 23.7685
H -21.0227 -0.7990 23.1708
C -32.7529 -3.5757 16.8340
C -32.1675 -2.6707 15.8071
C -32.6158 -1.1815 15.9871
C -31.7736 -0.1324 15.1884
C -30.3815 -0.0240 15.7489
C -29.5779 -1.4201 15.6497
N -30.5829 -2.4894 16.1125
O -30.1348 -3.3152 16.9955
C -28.3281 -1.5249 16.5361
C -29.2866 -1.6372 14.1720
C -32.3769 -3.2163 14.4036
H -33.7609 -3.8956 16.6924
H -32.6686 -3.2350 17.8944
H -32.1123 -4.5041 16.8207
H -32.3996 -1.0374 17.0897
H -33.6889 -0.9939 15.7702
H -32.2567 0.8141 15.2742
H -31.7269 -0.3784 14.0732
H -30.4215 0.1974 16.8701
H -29.7791 0.7744 15.2875
H -28.6289 -1.5223 17.5832
H -27.7250 -0.6594 16.3310
H -27.6308 -2.3843 16.3586
H -30.0211 -1.2305 13.4509
H -29.1374 -2.6884 13.8492
H -28.3477 -1.0858 13.9664
H -33.4537 -3.4568 14.3653
H -31.9998 -4.2521 14.2366
H -31.9801 -2.7780 13.4970
C -23.6891 -5.8109 17.7401
C -24.2929 -6.1537 16.3721
C -25.5608 -5.2300 16.1867
C -26.0894 -5.2102 14.7587
C -25.2064 -5.8604 13.7346
C -23.7333 -5.4703 13.8635
N -23.3952 -5.6827 15.3402
O -22.1731 -5.6727 15.6118
C -23.3903 -4.0762 13.3861
C -22.7801 -6.4645 13.1063
C -24.4743 -7.6988 16.1916
H -22.8775 -6.4672 17.9818
H -24.5335 -6.0608 18.4261
H -23.4840 -4.7420 17.8785
H -25.4040 -4.2242 16.5569
H -26.3040 -5.6552 16.8640
H -26.3027 -4.1360 14.4999
H -27.0520 -5.6789 14.7557
H -25.5198 -5.6463 12.7520
H -25.2282 -6.9247 13.7397
H -23.4644 -4.1577 12.3220
H -22.3526 -3.7304 13.5341
H -24.1465 -3.3134 13.6709
H -23.2400 -6.7611 12.1269
H -22.6265 -7.4301 13.6917
H -21.7836 -6.0758 12.9016
H -23.7853 -8.3216 16.7346
H -24.7670 -8.1001 15.2413
H -25.3059 -7.9788 16.8339
C -24.5258 15.0787 22.9348
C -26.0546 15.1220 22.9457
C -24.1709 17.4560 15.0544
C -25.1692 16.5322 14.7433
C -24.8118 15.6032 13.7334
C -27.7278 13.3271 22.1054
N -26.6384 13.7565 22.8996
O -25.5250 12.8504 22.8770
C -27.5637 12.0129 21.6846
C -29.1948 13.8536 21.7753
C -26.8987 16.3147 23.3499
H -24.1114 16.0275 23.3157
H -24.3288 14.9346 21.7178
H -24.0490 14.2397 23.5495
H -23.4166 17.3129 14.3127
H -24.3738 18.1385 15.6997
H -24.3102 4.7201 13.1520
H -26.2623 16.5905 14.9398
H -23.7261 15.2986 13.5027
H -25.4164 14.8885 13.1284
H -16.5952 1.0172 27.5873
H -26.8120 11.3903 22.2021
H -28.0607 11.3498 20.9690
H -29.3984 14.6051 22.5405
H -29.7698 12.9510 21.9169
H -29.3601 14.0207 20.6822
H -27.2027 16.1387 24.4211
H -28.0699 16.3803 23.2552
H -26.3203 17.2038 23.5123
C -15.9040 -6.5576 14.5564
C -17.3146 -6.1296 14.9758
C -17.6396 -6.5342 16.4974
C -18.9972 -5.9349 16.8916
C -18.9528 -4.3864 16.9083
C -18.3864 -3.7461 15.6729
N -17.2840 -4.5680 15.0188
O -16.4623 -4.0260 14.3090
C -17.8533 -2.3336 16.0118
C -19.4812 -3.5551 14.5531
C -18.3141 -6.6313 13.9846
H -15.6119 -7.4838 15.0040
H -15.0782 -5.9225 14.8753
H -15.7850 -6.5748 13.5076
H -16.8241 -6.2121 17.1517
H -17.6981 -7.5979 16.5569
H -19.1206 -6.2730 17.9243
H -19.8436 -6.2993 16.2933
H -18.3311 -4.0855 17.7795
H -19.8764 -3.9253 17.1961
H -17.7789 -1.6541 15.1699
H -16.8377 -2.4423 16.4323
H -18.5199 -1.8967 16.7487
H -20.0533 -4.4597 14.4008
H -19.1093 -3.2331 13.5778
H -20.2183 -2.7608 14.9336
H -19.3747 -6.5773 14.1903
H -18.1829 -7.7013 13.9637
H -18.0301 -6.2644 12.9629
C -28.5721 1.4053 25.1878
C -28.0753 2.7341 24.8149
C -27.0539 3.1557 25.8931
C -25.8943 4.1367 25.3525
C -25.1789 3.4046 24.1528
C -26.1081 3.2361 22.9167
N -27.3874 2.5793 23.4978
O -27.8825 1.7682 22.7899
C -25.5353 2.3328 21.9108
C -26.5092 4.5749 22.2751
C -29.1622 3.8240 24.6445
H -29.0094 1.7036 26.1245
H -27.7003 0.8600 25.4048
H -29.2213 0.8006 24.5672
H -26.6843 2.3830 26.5263
H -27.6687 3.6768 26.6174
H -25.2121 4.2348 26.2212
H -26.2881 5.1071 25.1785
H -24.7540 2.4310 24.4088
H -24.3646 3.9883 23.7587
H -25.2709 1.4430 22.4563
H -24.5835 2.8680 21.6505
H -26.0164 2.1136 20.9594
H -26.8457 5.2496 23.1037
H -27.3069 4.4334 21.5783
H -25.6377 5.0602 21.7522
H -28.5936 4.7496 24.6013
H -29.8698 3.9691 25.5111
H -29.8060 3.7622 23.7872
N -16.8422 2.0745 18.0011
O -17.0715 3.0488 17.2629
O -16.6985 0.9642 17.5023
O -16.6050 2.2141 19.2167
N -26.3062 -4.5342 28.0997
O -26.9144 -3.6682 27.4561
O -25.0765 -4.4048 28.2916
O -26.9317 -5.5212 28.6577
N -23.1704 -1.9937 16.2416
O -22.2343 -2.8618 16.2362
O -24.3125 -2.3008 15.7742
O -22.9248 -0.8463 16.6951
N -22.5294 4.7211 20.0699
O -22.3598 5.4723 21.0158
O -23.6503 4.3422 19.7861
O -21.6070 4.2543 19.3830
N -22.7372 0.9325 22.2817
O -23.3240 0.3914 23.2679
O -22.2081 2.0600 22.4735
O -22.7009 0.3518 21.2498
*
```

Calculated total energy (eV): -166449.621
LUMO level (Ha): -0.5312
Frontier orbital gap (eV): 0.9
Molecular weight (g/mol): 1836.30
Strongest force on any atom (Eh/bohr): 0.1491

=====

(2)
5 unconnected molecules or ions with the total composition CH11NO5 in a non-equilibrium geometry. Source: the Open Molecules 2025 dataset; level of theory: ωB97M-V/def2-TZVPD.

Geometry as ORCA input:
```
! wB97M-V def2-TZVPD RIJCOSX def2/J DEFGRID3
* xyz 0 1
N 1.5245 -0.0251 0.2404
C 2.1245 0.4644 1.3614
O 1.8417 0.1361 2.4943
H 1.9842 0.1874 -0.6309
H 0.6176 -0.4728 0.2308
H 2.6853 1.3987 1.2008
O 0.1401 -1.1247 -2.3209
H -0.3534 -1.5641 -1.6154
H -0.2987 -0.2843 -2.4833
O -1.4437 1.2126 -2.4132
H -1.6498 2.1378 -2.6706
H -2.3041 0.8047 -2.5939
O -1.9548 1.8193 0.8406
H -1.8253 1.4845 -0.0487
H -1.5001 1.0662 1.2495
O -0.9712 -2.2804 0.7834
H -0.1411 -2.6888 1.0181
H -1.6934 -2.8280 1.0949
*
```

Calculated total energy (eV): -12943.151
LUMO level (Ha): 0.0052
SMILES: NC=O.O.O.O.O
Frontier orbital gap (eV): 10.0
Molecular weight (g/mol): 117.10
Strongest force on any atom (Eh/bohr): 0.0391

=====

(3)
A molecular structure, C14H22ClI2MnO3P2 in a non-equilibrium geometry. Source: the Open Molecules 2025 dataset; level of theory: ωB97M-V/def2-TZVPD.

Geometry as ORCA input:
```
! wB97M-V def2-TZVPD RIJCOSX def2/J DEFGRID3
* xyz 2 5
I -3.8854 -0.1608 -4.1081
I -1.8120 0.1972 -5.6846
Mn 0.0707 0.0519 -1.0502
P -0.4313 -2.2561 -1.5951
C -1.1141 -3.1863 -0.1815
C -1.3329 -2.9113 -3.0359
H -1.2572 -4.0069 -3.0867
H 1.2228 -3.9683 -2.0895
H -0.9405 -2.4716 -3.9583
H 1.8208 -2.3126 -2.4330
H -2.0038 -2.6735 0.2002
H -2.3849 -2.6096 -2.9866
C 1.2572 -2.9347 -1.7271
H -1.3699 -4.2118 -0.4740
H 1.7406 -2.8846 -0.7347
H -0.3624 -3.2124 0.6182
P -0.3701 2.3398 -1.3364
C -0.6598 3.3073 0.1765
C 1.2052 2.9745 -2.0013
H -1.4143 2.5070 -3.5147
H -1.6340 4.0104 -2.5407
H -2.6100 2.5340 -2.2222
C -1.6238 2.9117 -2.5159
H 1.3868 2.4942 -2.9697
H 1.1707 4.0624 -2.1292
H -0.5617 4.3773 -0.0488
H 0.0699 3.0282 0.9489
H 2.0150 2.7027 -1.3137
H -1.6677 3.1004 0.5593
C -1.2344 0.0054 0.2321
O -1.8569 -0.0555 1.2195
Cl 0.6259 1.4208 6.7576
C 0.9973 0.7100 5.2331
C 0.9566 -0.6924 5.0831
C 1.2547 -1.2527 3.8372
C 1.5521 -0.4281 2.7493
C 1.6747 0.9521 2.9248
C 1.3518 1.5300 4.1510
C 1.6063 -1.0442 1.3703
O 1.7271 -2.2740 1.2739
O 1.4836 -0.2066 0.3858
H 0.6943 -1.3141 5.9369
H 1.2489 -2.3308 3.7046
H 2.0021 1.5685 2.0899
H 1.3922 2.6131 4.2858
*
```

Calculated total energy (eV): -99623.181
LUMO level (alpha / beta) (Ha): -0.2660 / -0.3846
Frontier orbital gap (alpha / beta) (eV): 6.9 / 3.7
Expectation value of S²: 6.092
Molecular weight (g/mol): 644.47
Strongest force on any atom (Eh/bohr): 0.1031